[1]
C24H40N2O6P | ωB97M-V with the def2-TZVPD basis set

Last column: Mulliken charge in e.
Cartesian coordinates (Å):
P: 0.29198 -2.62214 3.09137  0.20
O: 3.59329 2.86831 -2.72434  -0.42
O: -1.11310 -2.96887 3.99875  -0.46
O: -1.42882 -4.44920 -6.88986  -0.55
O: 1.08836 -4.17492 -1.20556  -0.49
O: -2.11993 -3.20301 -5.12768  -0.37
O: -3.91573 -0.42500 4.17048  -0.54
N: -1.57426 -0.05347 3.70772  0.34
N: 0.08431 -1.14509 2.08179  0.50
C: -1.47492 -4.25634 -5.70429  0.45
C: -1.88355 -3.21731 -3.71677  -0.21
C: 3.69013 2.95976 -1.28502  -0.29
C: -1.70891 1.29778 4.34107  -0.72
C: -2.04813 4.32407 0.33776  -0.48
C: -0.80448 -5.09527 -4.65035  -0.39
C: -0.48519 3.95611 0.17700  -0.94
C: -2.35715 4.76358 1.88438  -0.91
C: -0.23039 2.59803 -0.67885  0.46
C: 1.74979 -2.41918 0.43625  -0.57
C: -3.22349 -1.34649 1.98868  -0.63
C: 0.84605 0.05876 -0.15394  0.13
C: 2.48222 3.62650 -3.25986  -0.48
C: -0.06386 1.29836 0.22111  -0.33
C: 3.23473 0.29082 -1.38555  -0.64
C: 3.72214 1.54662 -0.51733  -0.57
C: -1.50973 -4.64396 -3.38944  -0.27
C: 1.73286 -2.17966 4.28590  -0.96
C: -0.77783 -0.02888 2.47100  -0.72
C: 1.64376 0.14504 -1.53085  -1.03
C: 0.83225 -3.65429 -0.09436  0.20
C: -2.95007 -0.55802 3.37662  0.66
C: 0.85022 -1.13022 0.82647  0.80
C: -0.88386 1.21813 1.55141  0.28
H: 4.83160 1.34443 -0.25852  0.41
H: 2.44210 -2.73530 1.29942  0.37
H: -2.37641 5.21582 -0.30525  0.50
H: 0.02172 4.79530 -0.41185  0.40
H: -2.75722 3.45554 0.12376  0.26
H: -3.08606 4.05392 2.40467  0.20
H: 1.40146 -0.81031 -2.13685  0.16
H: 3.19542 1.64787 0.50225  0.17
H: 3.74546 -0.63870 -0.92140  0.33
H: -0.95691 -6.15770 -4.83834  0.30
H: 3.65360 0.33820 -2.46233  0.41
H: 4.70007 3.48095 -1.06275  0.35
H: -0.67967 1.79687 4.49665  0.33
H: -2.23729 1.17330 5.35982  0.32
H: -1.18824 2.43141 -1.30860  0.30
H: 2.72491 3.99038 -4.31544  0.29
H: 2.89401 3.62667 -0.79486  0.13
H: -1.39784 4.77043 2.51683  0.28
H: 1.56476 -2.62497 5.33349  0.40
H: -1.07555 -2.51355 -3.49123  0.12
H: 1.91111 -1.05235 4.29253  0.27
H: 0.26137 -4.85585 -4.62898  0.24
H: 2.45514 -2.18710 -0.44539  0.11
H: -1.55778 2.11258 1.78022  -0.18
H: -4.23432 -1.89113 2.02926  0.34
H: 2.13887 4.49863 -2.60871  0.26
H: -0.01513 -4.03980 0.58706  0.32
H: 2.66418 -2.65210 3.79743  0.31
H: -0.89899 -4.73320 -2.48984  0.10
H: -2.41601 1.97752 3.72803  0.22
H: 1.59575 2.88399 -3.35869  0.18
H: 0.65050 2.81411 -1.37457  -0.66
H: 0.04829 3.80364 1.19183  0.40
H: -0.97541 -2.59602 4.90910  0.32
H: -2.41610 -5.24019 -3.24253  0.28
H: -2.78585 -2.89989 -3.19024  0.29
H: 1.29929 1.01254 -2.21163  0.48
H: -3.19871 -0.62196 1.10723  0.23
H: -2.79975 5.82226 1.93594  0.29
H: -2.43510 -2.17682 1.82877  0.12

Calculated values
orbital gap = 7.0816 eV
2S+1 = 1
calculated total energy = -1840.3094 a.u.
charge = +1

[2]
C24H40N5O6P2 | ωB97M-V with the def2-TZVPD basis set

Last column: Mulliken charge in e.
Cartesian coordinates (Å):
P: 2.55617 0.81164 -2.17073  -0.24
P: 1.48880 1.41419 -3.98252  1.09
O: 4.30230 -1.77761 3.00613  -0.52
O: 1.05483 0.23978 -4.73420  -0.63
O: 0.21111 -0.32485 6.35638  -0.47
O: 2.54553 2.30868 -4.81388  -0.52
O: 0.27645 2.40606 -3.61539  -0.38
O: -1.27103 0.44081 -1.15340  -0.27
N: 1.14298 -1.79771 -2.58699  0.05
N: 2.36216 -1.05587 3.99753  -0.25
N: 1.30569 0.08676 -1.17066  0.49
N: -1.89790 -0.24621 1.12612  -0.49
N: -0.76942 -0.61574 -1.91846  1.34
C: 1.88995 -0.69391 -0.01192  -0.66
C: -1.61997 -0.03394 0.03085  0.51
C: 0.52998 -0.81290 -1.92022  -0.95
C: 2.20769 -2.45536 -1.71037  -1.43
C: 1.03046 0.02854 8.55616  -1.10
C: -1.76303 -1.39407 -2.66454  -1.31
C: -0.00644 -0.39046 7.54801  0.72
C: -2.73668 -0.39987 -3.36689  0.57
C: 2.07747 0.25455 3.46807  0.28
C: 3.10489 -1.84799 3.06546  0.28
C: 0.85601 0.85477 3.74755  -0.20
C: -3.16755 -0.92203 -4.73313  -1.00
C: -1.32263 -0.89296 8.08302  -1.13
C: 2.99136 0.95457 2.68054  -0.51
C: 1.87037 -2.21219 -0.24524  0.98
C: -4.36735 2.36949 -4.35394  -0.62
C: -3.64206 1.56246 -5.45553  -0.60
C: 2.35629 -2.82446 2.16354  -0.73
C: 2.64049 2.19855 2.17053  -0.55
C: -3.49834 2.78790 -3.14053  -0.63
C: 1.41560 2.79115 2.43590  -0.64
C: 0.51943 2.10539 3.25656  -0.91
C: 2.90857 -2.85001 0.72012  -1.25
C: -4.01665 0.06688 -5.55902  -0.88
H: -1.80431 -0.11632 8.67852  0.34
H: -2.29872 -1.21642 -5.32942  0.53
H: 3.85419 -2.31042 0.67774  0.59
H: -3.87251 -0.21420 -6.60581  0.35
H: 0.64507 0.84317 9.17094  0.34
H: 1.45877 -1.52232 4.06339  0.28
H: 2.91801 -0.35785 0.13026  0.67
H: 2.48219 -3.82526 2.58546  0.49
H: 0.58483 3.32149 -3.55665  0.30
H: 1.31492 -0.42951 0.87640  -0.37
H: -3.76175 -1.83286 -4.59633  0.29
H: -2.14314 0.49671 -3.54867  -0.54
H: -2.42998 2.66166 -3.33438  0.00
H: -3.58395 -0.18914 -2.71811  0.41
H: 2.85499 2.05913 -1.56084  0.15
H: -3.90586 2.01166 -6.41441  0.37
H: -1.97494 -1.15944 7.25418  0.28
H: 0.12879 0.35269 4.36469  0.52
H: 3.16944 -2.03594 -2.00146  0.34
H: 1.27885 -2.63720 2.16789  0.53
H: 1.28921 -0.81516 9.19739  0.35
H: 0.52377 -2.54042 -2.88899  0.34
H: 0.90195 -2.63822 0.03629  0.27
H: 1.17758 3.75929 2.01560  0.45
H: 1.92470 0.36724 8.03772  0.28
H: -2.31613 -2.00818 -1.95017  0.25
H: -3.65136 3.82843 -2.86087  0.44
H: -0.43370 2.54997 3.51124  0.42
H: 3.06398 -3.87122 0.36975  0.46
H: 3.96508 0.54761 2.44111  0.65
H: -4.70075 3.29932 -4.81876  0.35
H: -3.73547 2.14537 -2.28913  0.11
H: -5.26623 1.85692 -4.01003  0.43
H: -1.31302 -1.98477 -3.45641  0.51
H: 3.35295 2.72374 1.54122  0.53
H: -1.16012 -1.77425 8.70495  0.34
H: 2.18281 -3.51997 -1.93666  0.48
H: -5.08254 -0.08043 -5.37130  0.40
H: 3.35006 2.47237 -4.30067  0.36
H: -2.55316 1.64867 -5.38056  0.28

Calculated values
orbital gap = 7.3556 eV
2S+1 = 1
calculated total energy = -2346.1687 a.u.
charge = +1

[3]
C24H41BrClFNO7P | ωB97M-V with the def2-TZVPD basis set

Last column: Mulliken charge in e.
Cartesian coordinates (Å):
Br: 1.97992 -1.43685 -3.82051  -0.04
Cl: -4.29013 0.93214 -5.46716  -0.24
P: 4.40461 0.36336 -2.92654  1.00
F: 0.30724 3.62201 -0.55460  -0.43
O: 1.23376 0.85665 -2.64651  -0.26
O: 2.34619 1.83864 3.72563  -0.50
O: 3.39379 4.36850 3.15148  -0.52
O: 3.87113 1.30658 -4.00348  -0.64
O: 5.62944 1.25285 -2.08333  -0.54
O: 5.26454 -0.95776 -3.64098  -0.53
O: -1.02286 -1.58541 1.47828  0.22
N: 0.24302 -3.53040 -1.96256  -0.32
C: 1.67155 -0.42872 -2.09473  -0.95
C: 0.41119 -1.62413 1.63979  -0.48
C: 1.83760 3.00004 4.37415  -0.30
C: -3.60606 0.06909 2.65563  -0.17
C: -1.73510 -1.96807 2.67098  -0.85
C: -3.31352 1.07105 -3.88484  -0.28
C: -5.85439 -1.82428 1.85786  -0.41
C: -1.04595 2.16174 -2.95404  -0.57
C: 1.28362 -1.10395 0.41324  -0.50
C: 2.92619 4.05777 4.46558  -0.48
C: -4.41193 -2.41119 2.07794  -0.51
C: 0.82495 -3.11333 2.17340  -1.53
C: -0.21354 0.84693 -2.55201  0.08
C: 1.55209 -3.88316 -1.37189  -0.33
C: -0.47643 1.27735 0.06642  -0.67
C: -6.20065 -0.32692 2.02847  -0.44
C: -1.96204 1.84552 -4.26436  -0.90
C: 0.59553 -1.07344 -1.02540  2.57
C: -5.03246 0.62228 2.44355  -0.45
C: -3.25002 -1.42746 2.46790  0.55
C: -0.43783 0.20257 -1.10323  -0.71
C: 3.17557 -0.16476 -1.60442  -0.23
C: 0.71892 2.36066 0.06548  0.21
C: -0.35594 -2.23893 -1.54913  -0.95
H: 2.93655 2.16213 3.02532  0.34
H: -0.41933 -4.26940 -1.65323  0.36
H: -1.29404 -1.55415 3.64366  0.34
H: 3.27601 0.57804 -0.73397  0.18
H: 0.66090 -3.17790 3.30300  0.35
H: -4.25501 -3.53128 1.91006  0.27
H: -5.17484 1.75499 2.57942  0.30
H: 1.47849 2.71676 5.36561  0.34
H: 0.65267 -0.93574 2.54473  0.47
H: -1.44158 1.90048 -0.08449  0.50
H: -1.81089 2.43320 -2.12759  0.19
H: -0.40108 3.10096 -3.08850  0.36
H: -2.27036 2.84019 -4.73609  0.45
H: -1.36015 1.22652 -5.01924  0.39
H: -3.15629 -0.00017 -3.52101  0.18
H: 2.68441 4.84332 2.69622  0.31
H: -2.74083 0.76814 2.94616  0.25
H: 1.95851 -3.25474 1.99496  0.36
H: 0.96091 2.64267 1.16019  -0.16
H: 0.99394 3.36712 3.77892  0.22
H: -7.21547 0.15382 1.85772  0.33
H: 2.38529 -3.11715 -1.49394  0.04
H: -0.53106 0.10822 -3.38414  0.24
H: -3.98121 1.63223 -3.14006  0.32
H: -1.24399 -2.48631 -0.84630  0.29
H: 2.18547 -1.82757 0.33227  0.65
H: -1.48902 -0.27834 -1.03625  0.26
H: -0.87825 -1.80767 -2.49340  0.02
H: 6.37156 1.25205 -2.74158  0.33
H: 1.69041 1.98949 -0.39779  0.08
H: -6.72067 -2.51386 1.54122  0.29
H: -0.53756 0.87363 1.12961  0.04
H: 3.56169 -1.17483 -1.18463  0.22
H: 1.76501 -0.10268 0.73594  -0.01
H: 1.92417 -4.83713 -1.91580  0.31
H: -1.85511 -3.11370 2.79336  0.33
H: 0.25095 -3.94691 1.64858  0.30
H: 4.85569 -1.80202 -3.32469  0.34
H: 2.55959 4.97083 4.94297  0.33
H: 3.78186 3.67754 5.02845  0.27
H: 1.38070 -4.21775 -0.28173  0.12

Calculated values
orbital gap = 9.0121 eV
2S+1 = 1
structure (SMILES) = CNC[C@]1(C[C@H](C)OCc2ccccc2)[C@@H](CCF)[C@@H](CCCCl)O[C@@]1(Br)CP(=O)(O)O.OCCO
calculated total energy = -4995.6921 a.u.

[4]
C24H41F3O3P2PbS | ωB97M-V with the def2-TZVPD basis set

Last column: Mulliken charge in e.
Cartesian coordinates (Å):
Pb: -2.01396 -1.40618 -1.17390  1.38
S: -0.91342 -2.19429 -3.86865  1.17
P: 2.68850 4.52718 -0.19433  0.36
P: 3.88095 1.93492 0.74010  1.04
F: -3.25251 -3.35316 -4.27255  -0.20
F: -1.71106 -4.06906 -5.66502  -0.18
F: -2.55967 -2.05934 -5.91003  -0.19
O: -1.70615 -0.98202 -3.45721  -0.86
O: 0.29256 -1.92914 -4.60547  -0.56
O: -0.81742 -3.11184 -2.69823  -0.73
C: 4.74709 2.39258 2.30582  -1.27
C: 1.05549 0.54738 1.83383  0.80
C: -3.37285 -1.46455 1.80965  0.98
C: -0.02393 1.05120 0.95246  -0.15
C: -3.19381 -2.83513 1.46934  0.49
C: -4.40935 -1.82538 -0.23219  0.18
C: -4.10725 -0.82737 0.76500  0.19
C: -4.45001 0.61350 0.68391  -1.53
C: 0.98943 -0.92708 2.27536  -0.81
C: 0.05097 1.03823 -0.39631  -1.02
C: 4.22688 3.49304 -0.18877  -1.20
C: 1.45470 -1.84120 -0.05246  -0.69
C: 2.08208 -0.64445 -0.68405  0.10
C: 3.26582 5.80531 1.02775  -1.21
C: 5.25365 0.94823 0.01602  -1.40
C: -2.54425 -3.86269 2.32646  -1.92
C: 3.18021 5.56003 -1.65139  -1.21
C: 1.16917 0.50947 -1.22707  -0.35
C: 1.08672 -1.98583 1.22653  -0.41
C: -5.09611 -1.59807 -1.53662  -0.67
C: -2.96630 -0.81780 3.08742  -1.43
C: -3.84981 -4.35488 -0.53478  -1.00
C: -2.16172 -2.98296 -5.01499  0.57
C: -3.82679 -3.07525 0.21597  0.16
H: -5.46894 0.77557 1.07218  0.34
H: -3.76964 1.23602 1.28943  0.35
H: 4.25801 6.18274 0.75001  0.39
H: 4.76005 1.51426 2.96148  0.41
H: 3.19780 4.93190 -2.54702  0.37
H: 0.76649 0.16444 -2.19771  0.39
H: -3.29511 -5.13971 0.00361  0.38
H: -2.10122 -4.66886 1.72866  0.46
H: 2.02598 0.75319 1.34457  -1.89
H: -1.75590 -3.43513 2.96417  0.38
H: 0.05600 -1.08920 2.83992  0.13
H: -0.90652 1.48349 1.45275  0.54
H: 0.79751 -2.98796 1.57725  0.50
H: 2.43058 6.34876 -1.78009  0.40
H: 2.62963 -1.01172 -1.57638  0.56
H: -0.72741 1.53932 -0.98562  0.80
H: -5.17327 -0.52539 -1.77362  0.30
H: -4.56785 -2.08510 -2.37790  0.21
H: 1.05522 1.15881 2.75085  0.81
H: 5.33858 -0.00665 0.54855  0.45
H: 1.40050 -2.69527 -0.74288  0.41
H: 2.84754 -0.21821 -0.01662  -0.44
H: -4.42966 0.99113 -0.34948  0.35
H: 4.49371 3.23398 -1.22356  0.61
H: 3.29159 5.39976 2.04365  0.29
H: -2.48597 0.16332 2.92879  0.29
H: 4.23153 3.21013 2.82209  0.32
H: -3.28737 -4.32208 2.99972  0.33
H: 5.04768 0.75448 -1.04272  0.43
H: -6.11924 -2.01093 -1.53122  0.36
H: 1.86671 1.33471 -1.47194  0.27
H: -3.40347 -4.26608 -1.54073  0.11
H: 5.77957 2.68698 2.07722  0.47
H: 4.16936 6.00616 -1.48825  0.37
H: 6.18550 1.51853 0.11661  0.44
H: -3.85630 -0.64819 3.71994  0.39
H: -2.27651 -1.45171 3.66838  0.35
H: -4.88507 -4.70955 -0.66303  0.34
H: 2.54784 6.63282 1.00033  0.42
H: 1.82060 -1.05380 2.99018  0.54
H: 5.06359 4.03166 0.28680  0.62

Calculated values
orbital gap (spin up / spin down) = 4.0661 / 5.5976 eV
2S+1 = 1
calculated total energy = -2737.4687 a.u.
charge = +2